No. 1
{
  "formula": "C4H12",
  "method": "the ωB97M-V functional and the def2-TZVPD basis",
  "relative_energy_kcal_mol": 12.7,
  "lumo_energy_ev": 1.158,
  "homo_energy_ev": -11.5,
  "smiles": "CC.CC",
  "orbital_gap_ev": 12.6,
  "symbols": ["C", "C", "H", "H", "H", "H", "H", "H", "C", "C", "H", "H", "H", "H", "H", "H"],
  "xyz": [[-0.345, -0.487, -2.048], [0.301, -1.657, -1.416], [-1.392, -0.414, -1.784], [0.094, 0.436, -1.702], [-0.279, -0.443, -3.171], [0.486, -1.624, -0.325], [1.283, -1.760, -1.908], [-0.249, -2.608, -1.671], [0.109, 0.806, 1.049], [-0.095, 1.370, 2.442], [0.679, -0.041, 1.048], [-0.877, 0.571, 0.517], [0.617, 1.494, 0.348], [-0.252, 2.380, 2.567], [0.813, 1.175, 3.103], [-0.893, 0.801, 2.949]],
  "atomic_forces_ev_per_a": [[-0.84, 1.30, -0.98], [0.99, -2.20, -0.56], [-0.37, 0.01, -0.04], [0.27, 0.37, 0.08], [-0.01, -0.42, 1.06], [-0.41, 0.17, -0.65], [-0.11, -0.23, 0.45], [0.49, 0.86, 0.45], [-2.41, 2.58, -1.55], [1.38, -3.14, 1.49], [1.36, -2.36, 0.21], [1.22, 0.26, 0.90], [-0.13, -0.04, 0.50], [-0.71, 2.31, -0.29], [-0.84, 0.11, -0.90], [0.14, 0.41, -0.16]],
  "lowdin_charge": [-0.21, -0.19, 0.06, 0.04, 0.09, 0.05, 0.07, 0.08, -0.18, -0.16, 0.01, 0.09, 0.07, 0.02, 0.09, 0.07]
}

---

No. 2
{
  "formula": "C10H9BrF5N3O6TeTi",
  "method": "the ωB97M-V functional and the def2-TZVPD basis",
  "relative_energy_kcal_mol": 17.4,
  "lumo_energy_ev": 4.182,
  "charge": -2,
  "homo_energy_ev": -2.8,
  "orbital_gap_ev": 7.0,
  "symbols": ["Ti", "N", "C", "C", "O", "N", "C", "C", "O", "O", "H", "H", "H", "H", "H", "H", "Br", "C", "C", "C", "C", "C", "N", "C", "O", "O", "H", "H", "H", "F", "Te", "F", "F", "F", "F", "O"],
  "xyz": [[0.413, 0.058, -0.344], [2.364, 0.939, 0.312], [2.330, 1.243, 1.745], [0.978, 1.905, 2.036], [0.919, 2.896, 2.782], [0.009, 1.288, 1.374], [-1.243, 1.981, 1.182], [-1.376, 2.297, -0.317], [-2.280, 3.000, -0.734], [-0.455, 1.728, -1.047], [3.039, 0.236, 0.038], [2.492, 1.763, -0.264], [3.139, 1.896, 2.079], [2.379, 0.293, 2.279], [-1.308, 2.906, 1.758], [-2.090, 1.346, 1.453], [-2.752, -0.104, 4.085], [-2.408, -1.647, 2.999], [-2.526, -2.894, 3.595], [-2.280, -3.991, 2.786], [-1.928, -3.789, 1.463], [-1.826, -2.489, 0.987], [-2.079, -1.428, 1.756], [-1.371, -2.273, -0.457], [-1.189, -3.267, -1.137], [-1.203, -1.046, -0.814], [-2.793, -2.989, 4.637], [-2.355, -4.992, 3.193], [-1.703, -4.599, 0.783], [0.903, -1.300, 0.797], [0.970, -1.856, -3.105], [0.464, -0.674, -4.624], [2.684, -1.425, -3.762], [1.129, -3.391, -4.340], [2.042, -2.947, -1.874], [1.357, -0.277, -1.758]],
  "atomic_forces_ev_per_a": [[-0.41, 0.17, 0.09], [0.01, -0.02, 0.11], [-0.03, -0.02, -0.02], [0.01, -0.08, 0.07], [-0.01, -0.02, 0.03], [-0.03, 0.17, 0.02], [0.05, 0.07, -0.05], [-0.01, -0.04, 0.19], [0.07, 0.05, -0.07], [-0.28, -0.23, -0.10], [0.02, 0.02, 0.00], [0.04, 0.00, 0.01], [-0.01, 0.02, -0.01], [0.02, 0.01, 0.02], [0.02, 0.01, -0.01], [-0.01, 0.01, 0.00], [0.01, -0.03, -0.02], [-0.02, 0.04, 0.06], [0.01, 0.00, -0.02], [0.00, 0.00, 0.00], [0.04, -0.03, 0.00], [0.01, 0.03, 0.00], [-0.02, -0.01, -0.04], [0.12, 0.01, 0.22], [-0.24, 0.08, -0.05], [0.20, 0.11, 0.13], [0.00, 0.01, 0.00], [0.00, 0.00, -0.01], [0.00, 0.00, 0.00], [0.03, -0.17, 0.17], [0.17, -0.17, 0.04], [0.04, 0.01, 0.00], [0.02, 0.07, 0.04], [0.02, 0.10, -0.13], [0.01, -0.02, 0.00], [0.15, -0.14, -0.69]],
  "lowdin_charge": [1.06, -0.04, -0.16, -0.56, -0.04, -0.07, -0.15, -0.60, 0.02, -0.14, 0.10, 0.11, 0.10, 0.11, 0.11, 0.08, 0.70, -0.72, -0.13, -0.07, 0.00, -0.16, 0.13, -0.59, 0.03, -0.15, 0.08, 0.10, 0.11, -0.37, 1.94, -0.58, -0.46, -0.58, -0.54, -0.66]
}

---

No. 3
{
  "formula": "C5H13NO2",
  "method": "the ωB97M-V functional and the def2-TZVPD basis",
  "relative_energy_kcal_mol": 48.6,
  "lumo_energy_ev": 0.788,
  "homo_energy_ev": -8.9,
  "smiles": "CCCNCC=O.O",
  "orbital_gap_ev": 9.7,
  "symbols": ["C", "C", "C", "N", "C", "C", "O", "H", "H", "H", "H", "H", "H", "H", "H", "H", "H", "H", "H", "H", "O"],
  "xyz": [[-1.599, 0.769, -0.598], [-2.284, 0.423, -1.923], [-0.120, 1.115, -0.626], [0.376, 1.303, 0.733], [1.355, 0.311, 1.212], [0.682, -0.455, 2.349], [0.485, -1.638, 2.281], [-1.811, 0.005, 0.157], [-2.128, 1.605, -0.172], [-2.920, 1.226, -2.314], [-2.765, -0.547, -1.837], [-1.612, 0.415, -2.799], [-0.007, 2.029, -1.218], [0.438, 0.376, -1.195], [0.723, 2.233, 0.848], [2.282, 0.766, 1.548], [1.511, -0.423, 0.419], [0.440, 0.187, 3.213], [1.565, -2.218, -1.677], [0.371, -1.886, -2.605], [1.203, -1.548, -2.256]],
  "atomic_forces_ev_per_a": [[-0.63, -0.01, 0.20], [0.78, 0.44, -0.95], [-0.53, 0.08, -0.40], [0.64, -0.07, 0.06], [-1.34, -0.24, -0.25], [1.07, 0.28, -0.66], [-0.34, -0.01, 0.41], [0.40, -0.32, -0.24], [-0.09, 0.63, 0.20], [-0.65, -0.33, 0.71], [-0.36, 0.19, -0.36], [0.45, -0.61, 0.51], [0.06, 0.20, 0.17], [0.14, -0.30, 0.23], [0.14, 0.30, 0.10], [0.20, 0.03, 0.02], [0.44, 0.07, 0.05], [-0.40, -0.24, 0.22], [-0.07, -0.30, 0.10], [0.13, -0.11, 0.15], [-0.04, 0.31, -0.27]],
  "lowdin_charge": [-0.25, -0.11, -0.25, -0.06, -0.17, -0.26, 0.05, 0.10, 0.09, 0.07, 0.07, 0.07, 0.12, 0.08, 0.10, 0.12, 0.10, 0.12, 0.04, 0.04, -0.05]
}

---

Please write out number 1 again, unchanged.
{
  "formula": "C4H12",
  "method": "the ωB97M-V functional and the def2-TZVPD basis",
  "relative_energy_kcal_mol": 12.7,
  "lumo_energy_ev": 1.158,
  "homo_energy_ev": -11.5,
  "smiles": "CC.CC",
  "orbital_gap_ev": 12.6,
  "symbols": ["C", "C", "H", "H", "H", "H", "H", "H", "C", "C", "H", "H", "H", "H", "H", "H"],
  "xyz": [[-0.345, -0.487, -2.048], [0.301, -1.657, -1.416], [-1.392, -0.414, -1.784], [0.094, 0.436, -1.702], [-0.279, -0.443, -3.171], [0.486, -1.624, -0.325], [1.283, -1.760, -1.908], [-0.249, -2.608, -1.671], [0.109, 0.806, 1.049], [-0.095, 1.370, 2.442], [0.679, -0.041, 1.048], [-0.877, 0.571, 0.517], [0.617, 1.494, 0.348], [-0.252, 2.380, 2.567], [0.813, 1.175, 3.103], [-0.893, 0.801, 2.949]],
  "atomic_forces_ev_per_a": [[-0.84, 1.30, -0.98], [0.99, -2.20, -0.56], [-0.37, 0.01, -0.04], [0.27, 0.37, 0.08], [-0.01, -0.42, 1.06], [-0.41, 0.17, -0.65], [-0.11, -0.23, 0.45], [0.49, 0.86, 0.45], [-2.41, 2.58, -1.55], [1.38, -3.14, 1.49], [1.36, -2.36, 0.21], [1.22, 0.26, 0.90], [-0.13, -0.04, 0.50], [-0.71, 2.31, -0.29], [-0.84, 0.11, -0.90], [0.14, 0.41, -0.16]],
  "lowdin_charge": [-0.21, -0.19, 0.06, 0.04, 0.09, 0.05, 0.07, 0.08, -0.18, -0.16, 0.01, 0.09, 0.07, 0.02, 0.09, 0.07]
}